A structure of composition C3H2LiO3Sr at a distorted geometry, computed with ωB97M-V/def2-TZVPD.

ORCA input file:
```
! RIJCOSX wB97M-V def2-TZVPD def2/J DEFGRID3
* xyz 0 2
C -1.34634 1.01491 0.69661
C 0.40001 0.10966 -0.69715
C 1.26966 -1.01442 -0.67213
Sr -2.94299 0.71474 2.81005
O 1.00417 -2.15685 0.04858
H 1.82497 -1.21508 -1.61205
O -1.40224 1.99443 -0.06900
H 1.84119 -1.35542 0.57239
O -0.49151 0.02455 0.43943
Li -0.15692 1.88348 -1.51672
*
```

Output
Orbital gap (alpha / beta)   5.452 / 6.239 eV
E   -379.26297 Eh
<S²>   0.75
HOMO level (alpha / beta)   -0.206 / -0.249 hartree

Mulliken population analysis, charges in e, atoms 1 to 8:
1 C -0.385
2 C -0.390
3 C -0.516
4 Sr 1.059
5 O -0.525
6 H 0.280
7 O -0.705
8 H 0.390